{
  "formula": "C28H54Cl12NO",
  "method": "ωB97M-V/def2-TZVPD",
  "homo_ev": [-8.04, -9.18],
  "multiplicity": 2,
  "charge": 0,
  "gap_ev": [8.514, 9.642],
  "molar_mass_da": 846.2,
  "elements": ["Cl", "Cl", "Cl", "Cl", "Cl", "Cl", "Cl", "Cl", "Cl", "Cl", "Cl", "Cl", "O", "N", "C", "C", "C", "C", "C", "C", "C", "C", "C", "C", "C", "C", "C", "C", "C", "C", "C", "C", "C", "C", "C", "C", "C", "C", "C", "C", "C", "C", "H", "H", "H", "H", "H", "H", "H", "H", "H", "H", "H", "H", "H", "H", "H", "H", "H", "H", "H", "H", "H", "H", "H", "H", "H", "H", "H", "H", "H", "H", "H", "H", "H", "H", "H", "H", "H", "H", "H", "H", "H", "H", "H", "H", "H", "H", "H", "H", "H", "H", "H", "H", "H", "H"],
  "coordinates": [[-5.0487, 3.8746, -2.2572], [1.8640, -0.9370, 4.8501], [-0.6286, -2.1160, -5.7645], [2.0074, -5.3954, -0.1564], [4.9032, -1.4727, -5.8877], [-3.4011, 4.2472, 0.6963], [-6.2990, 1.6638, 5.9006], [-6.7519, 3.9255, 3.3985], [-3.4697, -1.4605, -4.0362], [1.2718, -4.3151, 2.9623], [1.6789, 1.4493, 7.2564], [6.8667, -0.0220, -3.5264], [-2.2106, 0.8412, 0.9061], [-1.4417, 0.1027, 0.1889], [0.3793, 0.9517, 6.1419], [-5.7189, 3.6787, -0.6141], [1.5391, -6.4092, 1.2339], [-1.3660, -1.2741, 2.1972], [-0.8475, 0.8186, -0.9732], [6.6671, -1.6549, -5.7111], [3.2571, -1.5539, -2.4380], [3.2919, -0.1440, -1.8075], [-1.9251, 1.7824, -1.4932], [3.0623, -0.2062, -0.2910], [0.6385, 0.0744, 1.5506], [1.0472, 2.5082, 1.6799], [-6.2197, 1.3452, 4.1488], [1.1701, 1.3007, 0.7438], [-0.0990, -2.0185, 0.2449], [3.3421, 2.3157, -0.2269], [-5.6542, 2.5122, 3.3840], [-0.5438, -0.7573, 1.0024], [-2.1570, -1.4838, -6.4314], [0.4002, 1.6439, -0.5676], [1.6378, 2.6521, 2.8556], [2.6985, 1.1014, 0.4530], [-2.8617, -0.5755, -5.4576], [0.5455, -5.7109, 2.1262], [-0.5172, -0.1558, -2.1213], [0.4322, -0.5205, 5.8250], [7.0966, -1.6277, -4.2664], [-5.1091, 4.6398, 0.3721], [0.4987, -1.8224, -0.6350], [0.4720, 1.5489, 5.2373], [-6.7903, 3.8591, -0.6835], [-5.5080, 2.2300, 2.3422], [-5.5742, 0.4801, 4.0083], [-7.2230, 1.0983, 3.8116], [-2.0118, 2.6646, -0.8652], [6.5357, -2.3467, -3.6745], [1.0859, 1.6025, -1.4134], [3.0078, 2.4569, -1.2548], [7.1415, -0.8605, -6.2810], [-0.5729, 0.3826, -3.0697], [4.2609, 0.3020, -2.0348], [1.4538, -0.6282, 1.7398], [-0.4427, -0.7933, 5.2358], [-2.7783, -2.3338, -6.7004], [2.3313, -0.9904, -0.0938], [-5.1693, 5.6645, 0.0149], [6.9351, -2.6144, -6.1500], [-0.8336, -2.1181, 2.6444], [3.1751, 1.0350, 1.4371], [0.3931, 3.3161, 1.3604], [-2.3209, -1.6602, 1.8322], [-0.5665, 1.1858, 6.6275], [-0.3050, -5.3471, 1.5544], [4.0024, -0.5681, 0.1424], [-1.2412, -0.9694, -2.1558], [-0.9799, -2.5829, -0.0748], [-2.1958, 0.2055, -5.0982], [1.0936, -7.3178, 0.8327], [0.4921, -0.5536, -2.0510], [0.1902, -6.3965, 2.8934], [-1.9064, -0.9266, -7.3323], [1.3893, 3.4964, 3.4876], [-5.5492, 2.6462, -0.3168], [3.1532, 3.2284, 0.3397], [0.3328, 0.4288, 2.5321], [2.3747, 1.9507, 3.2349], [2.2817, -1.7465, -2.8932], [4.0315, -1.6827, -3.1924], [2.5326, 0.4627, -2.3045], [0.4557, -1.1275, 6.7260], [-3.7214, -0.1125, -5.9386], [-1.6767, 2.1044, -2.5075], [8.1574, -1.8620, -4.1975], [-2.8916, 1.2762, -1.5379], [0.0868, 2.6864, -0.5058], [-1.5426, -0.4977, 2.9374], [3.3840, -2.3207, -1.6662], [-5.6165, 4.5509, 1.3309], [4.4271, 2.1785, -0.2623], [0.4711, -2.6483, 0.9289], [2.4445, -6.6672, 1.7767], [-4.7006, 2.8359, 3.7915]],
  "forces_ev_per_angstrom": [[0.01, 0.00, 0.00], [0.08, -0.08, 0.00], [0.01, -0.01, 0.01], [0.01, 0.01, -0.01], [0.01, 0.02, -0.07], [0.05, 0.13, 0.09], [-0.01, 0.00, 0.02], [-0.09, -0.09, 0.19], [-0.06, -0.02, 0.02], [0.01, 0.03, 0.11], [0.01, 0.01, -0.01], [-0.01, 0.00, 0.01], [-0.18, -0.16, -0.09], [0.63, 0.73, 0.54], [-0.07, 0.04, -0.03], [-0.08, -0.03, 0.01], [0.00, -0.05, -0.01], [0.03, -0.23, -0.31], [-0.26, 0.12, -0.67], [0.03, -0.03, -0.03], [-0.17, 0.09, 0.40], [-0.08, -0.36, -0.25], [-0.03, -0.11, -0.07], [0.24, 0.14, -0.07], [-0.09, -0.21, -0.11], [-0.15, 0.08, -0.03], [0.00, -0.05, -0.04], [0.29, 0.26, -0.01], [-0.26, 0.15, -0.06], [0.17, -0.07, 0.14], [0.09, 0.02, -0.08], [-0.13, -0.60, 0.26], [0.00, 0.00, -0.05], [-0.01, -0.17, 0.04], [0.12, 0.03, 0.13], [0.03, 0.01, -0.18], [0.01, 0.09, 0.01], [-0.05, 0.00, -0.02], [-0.02, 0.03, 0.16], [-0.10, -0.01, -0.04], [0.03, -0.04, 0.02], [0.01, -0.07, 0.04], [0.13, -0.07, 0.03], [0.03, 0.00, 0.00], [0.00, 0.02, -0.01], [0.00, -0.01, 0.00], [0.02, 0.01, 0.00], [-0.02, 0.02, 0.02], [-0.14, -0.15, -0.03], [-0.03, 0.02, 0.00], [-0.02, -0.01, 0.03], [-0.05, 0.04, 0.04], [-0.02, 0.03, 0.02], [0.04, -0.01, 0.06], [-0.08, 0.17, 0.11], [0.02, 0.08, 0.02], [0.01, 0.01, -0.02], [0.01, -0.02, 0.03], [-0.05, 0.06, 0.10], [0.06, 0.00, 0.01], [-0.01, -0.01, 0.02], [0.07, 0.19, 0.13], [-0.16, -0.08, 0.01], [-0.15, -0.15, 0.00], [-0.03, 0.10, 0.09], [0.00, -0.01, 0.02], [0.01, 0.03, -0.01], [-0.09, -0.10, 0.00], [0.07, -0.04, -0.07], [0.02, 0.03, -0.02], [0.01, -0.01, 0.03], [-0.02, 0.01, -0.01], [-0.05, -0.10, -0.01], [0.04, -0.01, 0.01], [0.01, 0.02, 0.01], [0.20, 0.09, -0.07], [0.04, 0.00, -0.02], [-0.05, -0.02, -0.06], [0.02, 0.07, -0.06], [-0.17, -0.09, 0.11], [0.10, -0.05, -0.10], [-0.12, -0.01, -0.04], [0.09, 0.10, 0.02], [0.05, 0.02, 0.02], [-0.01, -0.03, -0.01], [0.12, 0.03, 0.09], [0.01, 0.02, -0.01], [0.01, 0.07, 0.00], [0.04, -0.04, 0.01], [-0.10, -0.03, -0.03], [0.16, 0.02, -0.09], [-0.06, 0.11, -0.19], [-0.06, 0.00, -0.03], [0.06, 0.08, -0.09], [0.02, 0.03, 0.00], [-0.01, 0.02, 0.02]]
}